{
  "formula": "CH14O5",
  "method": "the ωB97M-V functional and the def2-TZVPD basis",
  "relative_energy_kj_mol": 123.3,
  "lumo_ha": 0.0116,
  "e_homo_ev": -10.74,
  "smiles": "C.O.O.O.O.O",
  "gap_ev": 11.05,
  "elements": ["C", "H", "H", "H", "H", "H", "H", "O", "H", "H", "O", "H", "H", "O", "H", "H", "O", "H", "H", "O"],
  "positions_angstrom": [[-1.47, -1.33, -0.59], [-1.81, -0.32, -0.40], [-1.16, -1.86, 0.30], [-2.29, -1.78, -1.15], [-0.61, -1.17, -1.26], [0.73, 1.77, 1.25], [0.40, 2.31, 2.71], [0.06, 1.84, 1.94], [3.01, -0.56, 2.43], [2.13, -0.01, 3.57], [2.23, -0.04, 2.64], [0.99, -0.59, -5.91], [1.79, -1.51, -6.78], [1.29, -0.69, -6.82], [-3.23, -0.92, 4.55], [-2.00, -0.40, 3.70], [-2.38, -0.47, 4.61], [1.26, 2.54, -1.83], [0.21, 1.32, -1.69], [0.87, 1.88, -1.27]],
  "nbo_charge": [-0.85, 0.22, 0.22, 0.21, 0.20, 0.49, 0.47, -0.96, 0.47, 0.47, -0.94, 0.46, 0.47, -0.93, 0.47, 0.48, -0.95, 0.48, 0.48, -0.96]
}